# 1
Molecular formula: C2H2CoFO
Method: DFT, wB97M-V/def2-TZVPD

```
7
Properties=species:S:1:pos:R:3
C -0.7255 0.2049 -0.0741
C 0.5560 -0.4040 -0.2918
O -0.1770 -0.6778 0.9597
H -1.6852 -0.0378 -0.5369
F -0.6967 1.5238 0.3610
H 0.5421 -1.2747 -0.9634
Co 2.1863 0.6655 0.5455
```

Summary:
- ⟨S²⟩: 6.004
- E_tot: -1635.08330 a.u.
- Frontier orbital gap (alpha / beta): 7.58 / 8.19 eV
- Spin multiplicity: 5
- ΔE to the lowest compared entry with this formula, charge and spin: 1.593 eV

# 2
Molecular formula: C9H11O3
Method: DFT, wB97M-V/def2-TZVPD

```
23
Properties=species:S:1:pos:R:3
C 3.3969 1.9411 1.8792
C 0.4872 -0.7133 0.0463
C 0.1398 0.5862 0.4741
C 1.7684 -1.1523 0.3544
C 1.0519 1.4223 1.0846
C 2.6997 -0.2774 0.9198
C 2.3842 1.0394 1.2123
O -0.4009 -1.5120 -0.5056
H -1.3352 -1.0540 -0.6322
H -0.8914 0.8954 0.3499
H 2.0820 -2.1690 0.1883
H 0.6738 2.3267 1.5430
H 3.6690 -0.6515 1.2450
H 4.2338 2.1181 1.2007
H 3.8189 1.5764 2.8131
H 2.9663 2.9286 2.0542
C -4.4365 -1.2909 -2.0862
C -3.0197 -0.7241 -1.9973
O -2.6154 -0.4537 -0.8054
O -2.3437 -0.6431 -3.0189
H -4.5780 -1.7075 -3.0755
H -5.1447 -0.4775 -1.9636
H -4.6066 -2.0081 -1.2803
```

Summary:
- Total charge: -1
- E_tot: -575.35346 a.u.
- Frontier orbital gap: 7.79 eV
- ΔE to the lowest compared entry with this formula, charge and spin: 0.135 eV

# 3
Molecular formula: CH7NS
Method: DFT, wB97M-V/def2-TZVPD

```
10
Properties=species:S:1:pos:R:3
C 0.7654 -0.1115 -0.5247
N 0.2528 -0.5852 -1.8489
H 1.8502 -0.1821 -0.5750
H 0.3451 -0.7443 0.2704
H 0.3554 0.9015 -0.4657
H 0.0287 -1.5715 -1.7467
H -0.6270 -0.2584 -2.2296
S -1.5609 1.0466 1.9895
H -1.2104 0.7631 3.2811
H -0.1992 0.7418 1.8496
```

Summary:
- E_tot: -495.19458 a.u.
- Frontier orbital gap: 10.12 eV
- SMILES string: CN.S
- ΔE to the lowest compared entry with this formula, charge and spin: 0.886 eV